[1]
ORCA calculation (ωB97M-V/def2-TZVPD) on C37H14F15GeN7O6RuSSe as an isolated structure at a distorted geometry.

Values from the calculation:
- ΔE to the lowest compared entry with this formula, charge and spin (kcal per mole) = 44.6
- LUMO (spin up / spin down) (eV) = -3.42 / -5.22
- E_HOMO (spin up / spin down) (eV) = -11.703 / -11.666
- expectation value of S² = 8.7646
- Kohn-Sham gap (spin up / spin down) (eV) = 8.2796 / 6.4456

The geometry in ORCA input format:
```
! wB97M-V def2-TZVPD RIJCOSX def2/J DEFGRID3
* xyz 1 6
Ru 1.431 -1.226 -0.117
O -0.145 -7.188 -0.661
C -1.268 -6.538 -0.510
O -2.334 -7.079 -0.340
C -1.216 -5.043 -0.508
C -2.323 -4.214 -0.393
N -1.872 -2.954 -0.358
N -0.549 -2.901 -0.450
C -0.122 -4.147 -0.557
C 1.342 -4.333 -0.835
O 1.821 -5.464 -0.848
O 1.951 -3.255 -1.065
H 0.679 -6.620 -0.776
H -3.365 -4.465 -0.356
H -2.412 -2.098 -0.339
Se 8.154 3.207 -0.425
N 7.818 1.488 -0.463
C 6.513 1.294 -0.494
C 5.874 0.009 -0.533
C 6.592 -1.190 -0.529
C 5.897 -2.373 -0.610
C 4.505 -2.331 -0.698
N 3.817 -1.210 -0.666
C 4.464 -0.043 -0.576
C 3.678 1.174 -0.549
N 2.341 1.060 -0.563
C 1.613 2.159 -0.582
C 2.145 3.444 -0.557
C 3.511 3.589 -0.508
C 4.303 2.439 -0.514
C 5.736 2.494 -0.487
N 6.445 3.606 -0.448
H 7.669 -1.154 -0.469
H 6.403 -3.325 -0.620
H 3.934 -3.243 -0.821
H 0.540 2.029 -0.613
H 1.488 4.297 -0.576
H 3.991 4.555 -0.476
F -1.353 2.019 2.196
C -2.549 1.450 2.411
C -3.282 1.080 1.298
C -4.506 0.477 1.503
F -5.201 0.078 0.430
C -5.010 0.253 2.780
F -6.183 -0.342 2.955
C -4.250 0.631 3.885
F -4.693 0.392 5.113
C -3.007 1.232 3.700
F -2.260 1.552 4.758
Ge -2.393 1.308 -0.471
S -0.665 -0.043 -0.292
C -2.010 3.242 -0.792
C -2.343 4.289 0.046
F -3.003 4.028 1.175
C -2.001 5.602 -0.267
F -2.307 6.596 0.558
C -1.318 5.872 -1.451
F -0.965 7.116 -1.746
C -0.995 4.832 -2.322
F -0.342 5.084 -3.452
C -1.354 3.538 -1.973
F -1.064 2.501 -2.777
C -3.597 0.768 -1.956
C -3.375 -0.268 -2.842
F -2.291 -1.035 -2.680
C -4.266 -0.549 -3.874
F -4.028 -1.554 -4.709
C -5.415 0.227 -4.015
F -6.280 -0.031 -4.984
C -5.659 1.275 -3.127
F -6.755 2.013 -3.251
C -4.739 1.528 -2.121
F -4.931 2.527 -1.246
N 0.785 -2.289 4.668
C 2.130 -2.467 4.087
C 1.990 -1.893 2.648
O 2.946 -1.751 1.903
O 0.786 -1.602 2.363
H 0.754 -1.624 5.441
H 0.332 -3.157 4.956
H 0.310 -1.877 3.712
H 2.394 -3.522 4.005
H 2.914 -1.951 4.643
*
```


[2]
ORCA calculation (ωB97M-V/def2-TZVPD) on C12H18HfN8O3S5 as an isolated structure.

Values from the calculation:
- ΔE to the lowest compared entry with this formula, charge and spin (kcal per mole) = 0.0
- LUMO (eV) = -6.05
- E_HOMO (eV) = -12.305
- Kohn-Sham gap (eV) = 6.2539

The geometry in ORCA input format:
```
! wB97M-V def2-TZVPD RIJCOSX def2/J DEFGRID3
* xyz 2 1
Hf -0.351 -0.831 -0.009
N -0.272 1.450 0.798
C 0.112 1.347 2.234
C -0.372 2.507 3.113
C -1.874 2.616 3.394
C -2.466 1.583 4.366
N -1.665 1.357 5.565
C -1.825 1.926 6.750
N -2.714 2.901 6.940
N -1.070 1.525 7.774
C -0.365 -0.006 2.781
O -0.084 -0.344 3.905
O -1.091 -0.708 1.936
H 0.374 2.066 0.308
H -1.187 1.893 0.721
H 1.203 1.340 2.276
H -0.038 3.439 2.652
H 0.172 2.435 4.057
H -2.461 2.560 2.471
H -2.051 3.621 3.784
H -2.580 0.610 3.890
H -3.475 1.881 4.653
H -0.931 0.663 5.453
H -3.272 3.258 6.186
H -2.890 3.270 7.859
H -0.462 0.728 7.686
H -1.141 1.956 8.679
S 4.113 -5.688 -2.454
C 3.105 -4.738 -1.623
S 3.600 -3.280 -0.793
C 2.003 -2.730 -0.342
C 0.962 -3.495 -0.735
S -0.760 -3.257 -0.391
S 1.366 -4.955 -1.610
S 1.936 -1.275 0.656
O -3.862 -0.554 -1.456
C -2.888 -0.473 -0.913
N -0.290 -3.376 -4.051
C 0.409 -2.458 -4.714
N 0.878 -2.711 -5.925
N 0.664 -1.238 -4.219
C 0.301 -0.797 -3.102
N 0.007 -0.269 -2.090
H -0.402 -4.307 -4.419
H -0.539 -3.235 -3.081
H 0.750 -3.599 -6.380
H 1.384 -1.986 -6.408
*
```


[3]
ORCA calculation (ωB97M-V/def2-TZVPD) on C13H20B2Br3F10MgN2O9P2 as an isolated structure at a distorted geometry.

Values from the calculation:
- LUMO (eV) = -3.99
- E_HOMO (eV) = -4.907
- Kohn-Sham gap (eV) = 0.9126

The geometry in ORCA input format:
```
! wB97M-V def2-TZVPD RIJCOSX def2/J DEFGRID3
* xyz -1 1
C 2.780 -2.634 -1.144
C 1.732 -1.871 -0.886
N 0.598 -0.947 -0.490
C 1.144 -0.036 0.546
B 0.792 1.537 0.486
O 0.153 2.173 1.634
O 1.108 2.419 -0.632
C 0.087 -0.375 -1.774
C -1.497 0.020 -1.778
N -2.145 0.047 -0.433
C -3.642 0.145 -0.538
C -4.215 1.661 -0.559
C -3.118 2.789 -0.112
O -2.641 3.652 -0.937
O -2.759 2.770 1.308
C -1.865 -1.168 0.403
C -0.490 -1.914 -0.004
P 0.141 -3.176 1.282
O -1.011 -3.622 2.222
H 3.719 -3.309 -1.092
H 2.313 -0.124 0.523
H 0.853 -0.407 1.618
H 0.340 3.154 1.568
H 2.097 2.497 -0.749
H 0.153 -1.255 -2.548
H 0.766 0.446 -2.255
H -2.084 -0.708 -2.474
H -1.589 1.068 -2.277
H -4.198 -0.400 0.333
H -4.006 -0.359 -1.529
H -4.674 1.991 -1.560
H -5.073 1.735 0.237
H -2.437 1.828 1.447
H -2.712 -1.968 0.283
H -1.752 -0.851 1.523
H -0.741 -2.549 -0.955
H 0.649 -4.330 0.557
H 1.240 -2.686 2.064
B -5.207 3.357 5.487
O -4.678 2.169 4.804
C -3.363 2.357 4.638
O -2.625 1.563 4.106
C -2.984 3.650 5.192
O -1.873 4.122 5.203
O -4.066 4.255 5.697
F -5.787 2.988 6.746
F -6.207 4.005 4.650
F 5.958 -2.945 -5.751
P 5.108 -2.920 -4.415
F 4.738 -4.439 -4.699
F 6.577 -2.502 -3.976
F 4.600 -1.551 -3.786
F 4.932 -3.569 -2.974
F 3.851 -2.514 -5.293
Mg -6.712 3.500 2.952
F 3.513 1.268 -1.158
F 4.339 -5.263 -6.432
C 6.300 -0.465 -0.898
Br 6.153 -1.888 -2.224
Br 5.761 -1.066 0.872
Br 8.074 0.326 -0.884
H 5.601 0.323 -1.193
*
```


no.,M (Da)
1,1222.24
2,661.15
3,885.88